Formula: C8H13Br2NO
Source: the Open Molecules 2025 dataset
Level of theory: ωB97M-V/def2-TZVPD

Geometry as ORCA input:
```
! RIJCOSX wB97M-V def2-TZVPD def2/J DEFGRID3
* xyz 0 1
C 1.853 -2.928 -0.253
C -0.565 0.589 1.287
C 1.382 1.010 -0.224
C -0.931 1.679 -0.897
C 0.231 -2.855 1.545
C -0.377 -0.772 -0.741
C 0.517 -2.805 0.128
C -0.122 0.586 -0.089
N 2.958 -2.941 -0.509
O 0.193 -0.894 -1.888
Br 0.556 -4.682 2.340
Br -0.603 -4.052 -1.077
H -1.544 0.116 1.436
H 0.317 0.309 1.991
H -0.887 1.533 1.613
H 1.734 0.790 -1.202
H 1.470 2.001 -0.037
H 2.015 0.372 0.471
H -0.706 2.652 -0.419
H -2.057 1.584 -0.769
H -0.606 1.757 -1.984
H 0.888 -2.263 2.098
H -0.721 -2.538 1.868
H -1.339 -1.248 -0.577
H 0.031 -1.797 -2.337
*
```

HOMO-LUMO gap (spin up / spin down): 8.229 / 8.229 eV
LUMO energy (spin up / spin down): -0.0128 / -0.0128 Eh

---

Formula: C9H14
Source: the Open Molecules 2025 dataset
Level of theory: ωB97M-V/def2-TZVPD

Geometry as ORCA input:
```
! RIJCOSX wB97M-V def2-TZVPD def2/J DEFGRID3
* xyz 0 1
C 0.208 2.509 -0.331
C 0.455 2.098 -1.763
H 0.837 1.926 0.363
H 0.639 3.500 -0.140
H -0.850 2.477 -0.157
H 0.497 1.035 -1.957
H 1.370 2.560 -2.177
H -0.205 2.623 -2.474
C 0.922 -1.672 2.393
C -1.323 -0.864 -1.114
C -1.751 -0.363 0.157
C -0.183 -1.555 -1.240
C -0.980 -0.595 1.257
C 0.617 -1.864 -0.088
C 0.165 -1.446 1.127
H -1.781 -0.570 -2.047
H -2.741 0.057 0.055
H 0.188 -1.887 -2.206
H -1.123 -0.072 2.202
H 1.525 -2.425 -0.166
H 1.681 -0.972 2.725
H 1.543 -2.625 2.311
H 0.289 -1.875 3.268
*
```

energy relative to the best compared isomer or geometry (same formula, charge and spin): 21.76 kcal/mol
HOMO-LUMO gap: 10.119 eV
structure (SMILES): Cc1ccccc1.CC
LUMO energy: 0.0386 Eh

---

Formula: C28H23NO3ReSSbSe4
Source: the Open Molecules 2025 dataset
Level of theory: ωB97M-V/def2-TZVPD

Geometry as ORCA input:
```
! RIJCOSX wB97M-V def2-TZVPD def2/J DEFGRID3
* xyz 2 1
Re -0.751 -0.212 1.955
Se -0.622 -3.892 5.296
Sb -2.120 -2.098 4.804
Se 0.079 -0.065 4.110
Se -1.976 -2.092 1.996
Se -4.023 -0.721 5.175
O -0.877 0.031 -0.129
S -1.783 0.665 -1.172
C -0.837 0.496 -2.740
C 0.624 0.743 -2.553
C 1.525 -0.250 -2.924
C 2.885 -0.003 -2.882
C 3.352 1.225 -2.440
C 2.459 2.192 -2.001
C 1.098 1.954 -2.057
C -3.093 -0.624 -1.456
C -2.583 -1.884 -2.065
C -3.058 -2.307 -3.306
C -2.643 -3.517 -3.834
C -1.765 -4.326 -3.131
C -1.261 -3.900 -1.912
C -1.647 -2.675 -1.406
H -1.295 1.244 -3.390
H -1.016 -0.503 -3.137
H 1.156 -1.201 -3.281
H 3.573 -0.766 -3.213
H 4.409 1.435 -2.440
H 2.826 3.140 -1.639
H 0.401 2.721 -1.739
H -3.833 -0.140 -2.091
H -3.524 -0.788 -0.465
H -3.787 -1.708 -3.830
H -3.017 -3.834 -4.796
H -1.464 -5.281 -3.530
H -0.568 -4.516 -1.359
H -1.197 -2.329 -0.483
N -4.753 5.985 1.278
C -4.236 4.995 1.523
C -3.554 3.774 1.778
C -2.182 3.805 2.012
C -1.489 2.621 2.195
C -2.151 1.400 2.140
C -3.530 1.374 1.976
C -4.229 2.556 1.788
H -1.664 4.751 2.054
H -0.420 2.682 2.388
H -4.080 0.441 2.003
H -5.298 2.535 1.649
O 1.901 -0.298 3.646
C 2.183 -0.191 2.381
O 1.295 -0.086 1.517
C 3.590 -0.203 2.026
C 3.946 -0.290 0.673
C 5.280 -0.323 0.330
C 6.255 -0.249 1.316
C 5.904 -0.160 2.657
C 4.575 -0.138 3.021
H 3.190 -0.342 -0.098
H 5.573 -0.414 -0.704
H 7.296 -0.262 1.039
H 6.666 -0.113 3.419
H 4.283 -0.061 4.058
*
```

energy relative to the best compared isomer or geometry (same formula, charge and spin): 22.54 kcal/mol
HOMO-LUMO gap (spin up / spin down): 5.159 / 5.166 eV
LUMO energy (spin up / spin down): -0.3331 / -0.3328 Eh